[1]
A 7-piece molecular cluster, C23H50O16P2S overall. Source: the OMol25 dataset; level of theory: ωB97M-V/def2-TZVPD.

Last column: Mulliken charge in e.
CARTESIAN COORDINATES (ANGSTROEM)
O (-5.37315, 2.49979, 2.11919)  -0.505
S (-5.00448, 1.40074, 2.95218)  0.939
O (-5.68829, 0.14166, 2.91227)  -0.642
C (-3.23618, 1.07945, 2.72606)  -0.338
O (-2.87672, 1.51686, 1.44155)  -0.273
P (-1.99765, 0.69362, 0.39868)  0.588
O (-2.27231, 1.03399, -0.98078)  -0.752
O (-0.49030, 0.84591, 0.82345)  -0.057
C (-0.06951, 1.35595, 2.12260)  -0.259
C (1.41363, 1.07986, 2.22133)  -0.801
C (2.18706, 1.66829, 1.02328)  -0.561
C (2.73569, 0.58892, 0.08318)  -0.277
O (2.59667, 0.90939, -1.29352)  -0.416
O (-2.35580, -0.85766, 0.71547)  -0.094
P (-1.34227, -2.06395, 1.06742)  0.907
O (-2.11094, -3.30718, 1.12412)  -0.800
O (-0.16712, -2.07098, 0.02381)  -0.246
O (-0.63664, -1.81653, 2.47252)  -0.495
H (-5.00941, 1.82323, 4.23961)  0.169
H (-3.10593, 0.01140, 2.88798)  0.168
H (-2.69314, 1.63747, 3.49178)  0.402
H (-0.28396, 2.42563, 2.17441)  0.506
H (-0.58261, 0.85098, 2.93282)  0.247
H (1.78564, 1.47389, 3.16414)  0.308
H (1.52974, -0.00563, 2.20281)  0.239
H (1.56992, 2.36341, 0.44897)  0.340
H (3.01679, 2.26760, 1.40371)  0.414
H (3.80644, 0.44357, 0.22752)  0.347
H (2.24587, -0.37107, 0.28528)  0.014
H (1.66433, 1.08400, -1.46544)  0.249
H (-0.36918, -1.54383, -0.76645)  0.290
H (-1.29353, -2.03453, 3.15190)  0.302
C (1.18071, 0.33113, 7.22890)  -1.237
C (-0.01745, 0.54230, 6.34129)  0.790
O (0.10323, 0.77743, 5.15958)  -0.412
C (-1.37266, 0.44516, 6.99782)  -0.956
H (2.09219, 0.42437, 6.64449)  0.290
H (1.18541, 1.06986, 8.03189)  0.362
H (1.13934, -0.66050, 7.68227)  0.354
H (-1.45860, 1.18835, 7.79162)  0.361
H (-1.50356, -0.54173, 7.44433)  0.352
H (-2.15505, 0.61434, 6.26108)  0.087
C (3.72794, 3.27472, -5.59126)  -1.108
C (4.30745, 2.85989, -4.25515)  0.834
O (4.62779, 3.68592, -3.43234)  -0.575
C (4.45961, 1.38034, -4.02358)  -0.953
H (3.66714, 4.35909, -5.64499)  0.313
H (4.35710, 2.90461, -6.40256)  0.308
H (2.73135, 2.84753, -5.71509)  0.310
H (5.12201, 0.94825, -4.77300)  0.400
H (3.48826, 0.88918, -4.08926)  0.290
H (4.87605, 1.20016, -3.03765)  0.185
C (7.57932, -2.35230, -5.43426)  -1.180
C (6.17510, -2.34624, -4.87526)  0.816
O (5.75488, -1.41877, -4.22667)  -0.491
C (5.32307, -3.55879, -5.16348)  -0.940
H (8.08767, -1.43175, -5.15814)  0.297
H (8.13444, -3.20581, -5.04174)  0.338
H (7.54935, -2.43999, -6.52166)  0.331
H (5.79990, -4.45472, -4.76251)  0.338
H (5.21039, -3.68926, -6.24156)  0.354
H (4.34447, -3.43897, -4.70491)  0.195
C (1.78664, -4.54420, -1.09378)  -0.674
C (1.86051, -4.55454, -2.60180)  0.675
O (2.81322, -4.10708, -3.19654)  -0.546
C (0.67533, -5.14278, -3.32686)  -0.513
H (2.68806, -4.08056, -0.69829)  0.278
H (0.91500, -3.98282, -0.76061)  -0.058
H (1.70689, -5.56338, -0.71106)  0.379
H (-0.21994, -4.57181, -3.06783)  -0.209
H (0.52601, -6.18120, -3.02519)  0.364
H (0.83981, -5.09427, -4.40052)  0.303
C (-4.23456, -2.16893, -1.99230)  -1.141
C (-3.11942, -3.04911, -2.48418)  1.033
O (-1.99101, -2.62635, -2.62800)  -0.535
C (-3.47397, -4.48253, -2.78688)  -1.133
H (-3.84522, -1.16608, -1.82516)  0.132
H (-5.03459, -2.12772, -2.73347)  0.479
H (-4.64257, -2.55999, -1.05867)  0.296
H (-4.24836, -4.51993, -3.55489)  0.365
H (-3.85862, -4.96120, -1.88516)  0.313
H (-2.59740, -5.02328, -3.13673)  0.203
C (-6.24483, 7.45579, 3.77323)  -1.118
C (-5.47503, 6.20385, 3.42464)  0.849
O (-4.75782, 5.65952, 4.23355)  -0.564
C (-5.64730, 5.66313, 2.02885)  -0.773
H (-6.03876, 7.74091, 4.80183)  0.304
H (-5.95658, 8.26908, 3.10535)  0.318
H (-7.31507, 7.28178, 3.65064)  0.310
H (-5.34340, 6.40905, 1.29198)  0.358
H (-6.69447, 5.41271, 1.85118)  0.308
H (-5.04538, 4.76958, 1.91251)  0.033

As for the largest force on an atom: 2.47 eV/A. The value obtained for the energy is -86839.2954 eV. The value obtained for the HOMO-LUMO gap is 8.7 eV. The highest occupied orbital energy comes out at -0.32205 hartree.



[2]
A 2-piece molecular cluster, C2H10N4 overall. Source: the OMol25 dataset; level of theory: ωB97M-V/def2-TZVPD.

Last column: Mulliken charge in e.
CARTESIAN COORDINATES (ANGSTROEM)
C (-0.55788, -1.24851, 1.46436)  0.071
C (1.12165, 0.17636, -1.95810)  -0.873
N (0.72537, 0.49418, -0.59583)  -0.293
N (-0.50154, 1.25270, -0.56398)  -0.547
N (0.73485, -1.24238, 1.61879)  -0.783
N (-1.39401, -0.32972, 1.99268)  -0.485
H (-1.03200, -1.99965, 0.82344)  0.336
H (-0.33858, 2.20186, -0.91391)  0.255
H (-1.19739, 0.85476, -1.20217)  0.207
H (-2.25591, -0.18983, 1.47754)  0.270
H (1.00774, -0.54441, 2.31188)  0.241
H (0.93230, -0.23813, 0.27634)  0.458
H (-0.96085, 0.55264, 2.24320)  0.275
H (0.36689, -0.43608, -2.47148)  0.272
H (1.28821, 1.08083, -2.55941)  0.264
H (2.06116, -0.38461, -1.94336)  0.331

As for the largest force on an atom: 4.21 eV/A. As for the energy relative to the best compared isomer or geometry (same formula, charge and spin): 2.3260 eV. The value obtained for the energy is -8194.5094 eV. The value obtained for the HOMO-LUMO gap is 9.0 eV. The highest occupied orbital energy comes out at -0.29515 hartree.



[3]
C13H10FeN3O2Se3Te as an isolated structure. Source: the OMol25 dataset; level of theory: ωB97M-V/def2-TZVPD.

Last column: Mulliken spin population.
CARTESIAN COORDINATES (ANGSTROEM)
Fe (-1.03377, 0.82914, 0.46216)  2.023
O (-1.96081, -2.56144, -2.24636)  -0.002
C (-0.68775, -2.98287, -2.37455)  -0.001
C (-0.46996, -4.11551, -3.16480)  0.000
C (0.80290, -4.60628, -3.34520)  0.000
C (1.89702, -3.98345, -2.74584)  0.000
C (1.68468, -2.86409, -1.97335)  -0.004
C (0.40030, -2.34263, -1.77195)  0.009
C (0.21535, -1.14193, -0.93667)  -0.013
O (-0.99523, -0.70951, -0.75475)  -0.038
N (1.28831, -0.57108, -0.42025)  -0.024
N (0.88936, 0.50096, 0.31312)  -0.019
C (1.69011, 1.28059, 0.94574)  0.048
C (1.01446, 2.36149, 1.67132)  0.028
C (1.68544, 3.30539, 2.43473)  0.007
C (0.94336, 4.27582, 3.08916)  -0.006
C (-0.43549, 4.27224, 2.96487)  0.019
C (-1.03861, 3.29929, 2.18191)  0.018
N (-0.33627, 2.36505, 1.54659)  -0.022
H (-1.94242, -1.75099, -1.69854)  -0.001
H (-1.32629, -4.58585, -3.62399)  0.000
H (0.95408, -5.48377, -3.95939)  0.000
H (2.89521, -4.37097, -2.88425)  0.000
H (2.50976, -2.35569, -1.49713)  -0.001
H (2.76615, 1.15292, 0.95219)  -0.002
H (2.76162, 3.27256, 2.50767)  0.000
H (1.44410, 5.02131, 3.69013)  0.000
H (-1.04922, 5.00882, 3.45945)  0.001
H (-2.11231, 3.24708, 2.05236)  -0.026
Se (-1.60988, -0.36939, 2.59700)  0.602
Se (-3.64509, 0.45613, 3.03923)  0.856
Te (-4.62381, 1.95379, 0.36555)  1.107
Se (-2.57531, 2.19287, -0.87615)  0.440

As for the largest force on an atom: 0.54 eV/A. As for the energy relative to the best compared isomer or geometry (same formula, charge and spin): 0.1356 eV. The value obtained for the energy is -259928.1529 eV. The value obtained for the HOMO-LUMO gap (alpha / beta) is 6.2 / 5.8 eV. Its spin multiplicity is 6. The expectation value of S² is 8.79. The highest occupied orbital energy (alpha / beta) comes out at -0.26356 / -0.29265 hartree.



[4]
C18H41OP3PbS as an isolated structure. Source: the OMol25 dataset; level of theory: ωB97M-V/def2-TZVPD.

Last column: Mulliken charge in e.
CARTESIAN COORDINATES (ANGSTROEM)
Pb (0.20188, -0.62646, -0.40081)  0.872
P (-0.70415, 1.82344, 1.27242)  0.576
P (-2.63810, -0.79507, -0.85715)  0.745
P (2.61174, 1.05749, -0.38859)  0.722
H (0.02368, -2.50035, -8.67029)  0.457
C (1.06075, -2.72207, -8.40605)  -0.580
C (1.38413, -3.89512, -7.84346)  -0.407
H (0.61198, -4.64324, -7.64708)  0.315
C (-1.21702, 3.41852, 0.51042)  -1.283
C (-2.14903, 1.67244, 2.40289)  -1.346
C (0.42502, 2.50897, 2.55812)  -1.259
C (-2.76735, -2.26769, -1.95513)  -1.162
C (-3.83404, -1.20657, 0.46428)  -1.170
C (-3.54761, 0.46325, -1.85387)  -1.252
C (3.83751, 0.28932, -1.53234)  -1.136
C (3.62385, 1.14198, 1.13937)  -1.137
C (2.63584, 2.82478, -0.92491)  -1.078
H (1.80826, -1.98730, -8.71665)  0.302
H (2.41790, -4.18852, -7.65448)  0.300
H (-1.47682, 4.11254, 1.32119)  0.449
H (-2.09161, 3.25968, -0.13148)  0.367
H (-0.40322, 3.83636, -0.09266)  0.348
H (-2.19104, 2.60208, 2.98435)  0.539
H (-2.04495, 0.83017, 3.09601)  0.370
H (-3.09560, 1.55290, 1.86764)  0.422
H (-0.16079, 3.24692, 3.11787)  0.510
H (1.30076, 3.01278, 2.13832)  0.385
H (0.77587, 1.74142, 3.25741)  0.382
H (-3.82059, -2.58399, -2.02330)  0.463
H (-2.17075, -3.09449, -1.53711)  0.432
H (-2.37252, -2.04900, -2.96072)  0.309
H (-4.82264, -0.78034, 0.23259)  0.451
H (-3.47374, -0.78997, 1.41634)  0.259
H (-3.91193, -2.30067, 0.55506)  0.460
H (-4.43661, -0.00191, -2.31178)  0.454
H (-2.87462, 0.85346, -2.63502)  0.355
H (-3.85448, 1.28986, -1.19371)  0.407
H (4.77001, 0.87355, -1.53424)  0.487
H (3.43882, 0.21247, -2.55498)  0.283
H (4.05010, -0.74202, -1.21315)  0.382
H (4.49520, 1.79562, 0.96054)  0.457
H (3.96547, 0.12671, 1.39499)  0.425
H (3.02532, 1.54060, 1.97176)  0.277
H (3.66676, 3.11968, -1.19037)  0.480
H (2.26044, 3.47365, -0.11540)  0.341
H (1.97379, 2.92832, -1.79978)  0.353
C (0.96806, -1.78094, -3.73274)  0.739
C (0.83357, -0.42747, -4.10984)  -0.021
C (0.31932, -0.08740, -5.33669)  -1.245
C (-0.19513, -1.08781, -6.18314)  -0.416
C (-0.25109, -2.42484, -5.73660)  -0.853
C (0.34219, -2.78411, -4.53916)  -0.589
S (1.85671, -2.16996, -2.33160)  -0.032
H (0.12296, 0.57618, -1.92917)  -0.027
H (1.16630, 0.35673, -3.42992)  0.543
H (0.32569, 0.96182, -5.65372)  0.502
H (-0.51085, -0.84061, -7.19447)  0.562
H (-0.63185, -3.21384, -6.39877)  0.908
H (0.39046, -3.82157, -4.20737)  0.518
C (0.86273, -1.15797, 3.22433)  -0.525
O (0.63619, -1.77833, 1.95727)  -0.409
H (-0.01182, -0.55601, 3.47765)  0.131
H (1.73645, -0.50156, 3.14772)  0.200
H (1.02398, -1.92168, 3.98793)  0.425
H (0.90955, -2.71665, 2.00204)  0.263

As for the largest force on an atom: 3.34 eV/A. As for the energy relative to the best compared isomer or geometry (same formula, charge and spin): 0.3651 eV. The value obtained for the energy is -65280.0661 eV. The value obtained for the HOMO-LUMO gap (alpha / beta) is 3.5 / 3.5 eV. As for the charge: +4. The highest occupied orbital energy (alpha / beta) comes out at -0.72235 / -0.71438 hartree.